{"formula": "C6H9N", "method": "wB97M-V/def2-TZVPD", "smiles": "CC1=C[C@@H]2N[C@@H]2C1", "homo_ha": -0.318, "orbital_gap_ev": 9.8, "e_above_lowest_ev": 2.990, "species": ["C", "C", "C", "C", "N", "C", "C", "H", "H", "H", "H", "H", "H", "H", "H", "H"], "positions_angstrom": [[-1.948967, 0.308501, -1.140423], [-0.653731, 0.194940, -0.421878], [-0.235474, 1.003322, 0.555006], [0.892616, 0.372450, 1.262317], [2.120856, 0.284403, 0.525519], [1.100342, -0.947978, 0.669936], [0.346859, -0.934252, -0.659060], [-2.556252, 1.082175, -0.662154], [-2.484478, -0.644875, -1.032111], [-1.842143, 0.521378, -2.207089], [-0.584914, 1.999545, 0.791998], [0.982944, 0.421935, 2.345675], [2.878863, 0.659486, 1.109428], [0.977417, -1.855142, 1.295960], [-0.085449, -1.869704, -1.043820], [1.091512, -0.596185, -1.389306]], "forces_ev_per_a": [[-0.1, 0.1, -0.2], [-0.1, 0.2, 0.0], [-0.4, 0.0, -0.1], [-0.5, 0.3, 0.3], [-0.1, -0.4, 0.1], [0.7, 0.4, -0.1], [-0.1, 0.2, 0.1], [0.0, 0.0, -0.3], [0.0, 0.2, -0.1], [-0.1, 0.0, 0.0], [-0.4, -0.2, 0.1], [-0.2, 0.3, 0.0], [0.1, -1.7, 0.0], [1.3, 0.6, -0.3], [0.1, 0.1, 0.5], [-0.4, -0.1, -0.2]], "mulliken_charge": [-1.219, 0.469, -0.669, 0.005, -0.641, -0.269, -0.686, 0.321, 0.305, 0.280, 0.410, 0.484, 0.238, 0.379, 0.375, 0.215]}

***

{"formula": "C6H9N", "method": "wB97M-V/def2-TZVPD", "homo_ha": [-0.267, -0.267], "orbital_gap_ev": [7.3, 7.3], "e_above_lowest_ev": 6.376, "species": ["C", "C", "C", "C", "C", "C", "N", "H", "H", "H", "H", "H", "H", "H", "H", "H"], "positions_angstrom": [[-0.437154, 0.355736, 3.383961], [-0.320911, -0.484141, 2.167028], [-0.676925, -0.248370, 0.943136], [-0.557085, -0.207896, -0.441603], [0.696663, 0.081242, -1.164345], [0.941020, -0.521756, -2.507875], [0.573867, 0.876905, -2.391452], [0.542171, 0.407033, 3.874366], [-1.092796, -0.136174, 4.110272], [-0.795982, 1.384344, 3.228517], [-1.418690, 0.610852, 0.634825], [-1.449266, -0.298994, -1.059273], [1.569856, 0.237380, -0.533803], [0.183805, -1.163047, -2.953283], [1.968191, -0.789148, -2.750027], [1.382820, 1.480711, -2.503558]], "forces_ev_per_a": [[0.0, 0.1, 0.1], [-0.2, 0.1, -0.3], [0.3, -0.2, 0.2], [0.0, 0.0, 0.0], [0.1, 0.0, 0.3], [0.0, -0.3, -0.1], [0.1, 0.2, -0.1], [-0.1, 0.0, -0.1], [0.1, 0.0, -0.1], [0.0, -0.1, 0.0], [-0.1, 0.1, 0.0], [0.1, 0.0, 0.1], [-0.2, 0.0, -0.1], [0.1, 0.1, 0.1], [-0.2, 0.1, 0.1], [-0.1, -0.1, 0.0]], "mulliken_charge": [-0.873, -0.238, 0.129, -0.876, 0.385, -0.482, -0.578, 0.298, 0.281, 0.291, 0.189, 0.283, 0.447, 0.228, 0.269, 0.249]}

***

{"formula": "C6H9N", "method": "wB97M-V/def2-TZVPD", "smiles": "C=C(C)C#N.C=C", "homo_ha": -0.372, "orbital_gap_ev": 10.8, "e_above_lowest_ev": 1.988, "species": ["C", "C", "C", "C", "N", "H", "H", "H", "H", "H", "C", "C", "H", "H", "H", "H"], "positions_angstrom": [[0.239589, -0.554006, -1.489941], [1.316165, -0.139153, -0.818854], [1.338802, 1.032005, 0.128938], [2.566436, -0.841075, -1.000863], [3.576597, -1.393506, -1.128415], [0.280965, -1.401500, -2.167017], [-0.714169, -0.051264, -1.360950], [1.950494, 1.845305, -0.276699], [1.771970, 0.744151, 1.092915], [0.323648, 1.400612, 0.296449], [-1.623186, -0.286913, 1.537352], [-2.593343, 0.074842, 0.704389], [-1.298846, 0.356918, 2.351679], [-1.109653, -1.240704, 1.437640], [-2.920550, -0.575268, -0.104538], [-3.104913, 1.029556, 0.797922]], "forces_ev_per_a": [[0.1, 0.0, 0.1], [-0.2, 0.0, -0.1], [0.0, 0.0, 0.0], [0.9, -0.5, -0.1], [-0.9, 0.5, 0.1], [0.0, 0.1, 0.1], [0.2, -0.1, 0.0], [-0.1, -0.1, 0.1], [-0.1, 0.0, -0.1], [0.2, -0.1, -0.1], [-0.2, 0.1, -0.1], [0.1, -0.1, 0.2], [-0.1, -0.1, -0.1], [-0.1, 0.1, 0.0], [0.1, 0.1, 0.1], [0.1, -0.1, 0.0]], "mulliken_charge": [-0.874, 0.737, -1.115, 0.112, -0.436, 0.293, 0.304, 0.347, 0.318, 0.302, -0.554, -0.486, 0.274, 0.251, 0.293, 0.233]}

***

{"formula": "C6H9N", "method": "wB97M-V/def2-TZVPD", "homo_ha": -0.358, "orbital_gap_ev": 9.6, "e_above_lowest_ev": 4.981, "species": ["C", "C", "C", "C", "C", "C", "N", "H", "H", "H", "H", "H", "H", "H", "H", "H"], "positions_angstrom": [[-0.409048, 0.030876, 2.530964], [-0.918633, -0.212331, 1.126719], [-1.784114, -1.148508, 0.847320], [-0.386044, 0.646374, -0.018250], [0.622601, -0.087759, -0.876210], [0.278530, -0.584443, -2.226110], [1.074955, 0.632772, -2.058305], [-0.839369, -0.661222, 3.259718], [-0.660821, 1.051937, 2.841414], [0.682475, -0.070860, 2.563799], [0.082823, 1.532600, 0.425091], [-1.200203, 1.010644, -0.652263], [1.355970, -0.675163, -0.321007], [-0.724140, -0.424586, -2.619377], [0.767732, -1.490199, -2.581218], [2.057287, 0.449870, -2.242284]], "forces_ev_per_a": [[0.0, 0.0, 0.2], [-0.4, -0.4, -0.1], [0.4, 0.5, 0.3], [0.0, 0.1, -0.2], [0.0, -0.1, 0.2], [-0.2, -0.2, -0.1], [0.3, 0.1, -0.1], [0.0, 0.1, -0.2], [0.0, -0.2, -0.1], [-0.2, 0.0, -0.1], [0.0, -0.1, 0.0], [0.1, -0.1, 0.1], [-0.1, 0.1, -0.1], [0.2, 0.0, 0.1], [-0.1, 0.2, 0.1], [-0.1, 0.0, 0.0]], "mulliken_charge": [-1.163, 0.509, -0.256, -0.824, 0.078, -0.500, -0.574, 0.368, 0.289, 0.288, 0.276, 0.375, 0.385, 0.226, 0.273, 0.250]}

***

{"formula": "C6H9N", "method": "wB97M-V/def2-TZVPD", "smiles": "Cc1cc[nH]c1C", "homo_ha": -0.287, "orbital_gap_ev": 8.9, "e_above_lowest_ev": 0.116, "species": ["C", "C", "C", "C", "N", "C", "C", "H", "H", "H", "H", "H", "H", "H", "H", "H"], "positions_angstrom": [[0.494345, 1.512543, -1.307501], [-0.007022, 0.239522, -0.677355], [-0.638281, -0.810669, -1.414721], [-0.937604, -1.816831, -0.533990], [-0.521413, -1.419084, 0.707979], [0.050252, -0.169073, 0.643296], [0.527551, 0.472489, 1.915246], [0.545477, 1.381555, -2.394857], [1.501939, 1.781889, -0.971084], [-0.154793, 2.378920, -1.126331], [-0.842485, -0.808168, -2.483645], [-1.393793, -2.784304, -0.676987], [-0.590876, -1.973811, 1.544821], [1.424366, 1.084979, 1.775684], [0.764890, -0.299213, 2.654192], [-0.241329, 1.116248, 2.361753]], "forces_ev_per_a": [[0.0, 0.1, 0.0], [0.0, 0.0, 0.1], [0.0, 0.0, 0.0], [0.0, 0.0, 0.0], [0.0, 0.1, -0.2], [0.0, 0.0, -0.1], [-0.1, 0.1, -0.1], [0.0, 0.0, 0.2], [-0.1, -0.1, 0.0], [0.1, -0.2, 0.1], [0.1, 0.0, 0.3], [0.0, 0.1, 0.0], [0.0, 0.1, -0.1], [-0.1, -0.1, -0.1], [0.0, 0.1, -0.1], [0.1, -0.1, -0.1]], "mulliken_charge": [-1.185, 0.960, -0.525, -0.647, 0.021, -0.119, -1.247, 0.328, 0.312, 0.243, 0.369, 0.390, 0.191, 0.318, 0.347, 0.245]}

***

{"formula": "C6H9N", "method": "wB97M-V/def2-TZVPD", "homo_ha": [-0.280, -0.280], "orbital_gap_ev": [8.4, 8.4], "e_above_lowest_ev": 5.134, "species": ["C", "N", "C", "C", "C", "C", "C", "H", "H", "H", "H", "H", "H", "H", "H", "H"], "positions_angstrom": [[-1.776759, 0.687106, 0.038924], [-0.842919, -0.355989, 0.391143], [0.112363, -0.078144, 1.293923], [1.025355, -1.171953, 0.822575], [0.202816, -0.961704, -0.485750], [0.877407, 0.158253, -1.265313], [0.959079, 1.300161, -0.604572], [-1.168849, 1.599963, -0.123348], [-2.319426, 0.444212, -0.873934], [-2.475653, 0.841259, 0.867006], [-0.085956, 0.354069, 2.275095], [0.866863, -2.146980, 1.296695], [2.080558, -0.912508, 0.797716], [-0.142483, -1.819527, -1.064618], [1.278057, -0.099272, -2.247067], [1.409547, 2.161054, -1.118477]], "forces_ev_per_a": [[-0.2, -0.1, -0.1], [0.1, 0.1, 0.1], [-0.1, 0.1, 0.0], [0.2, 0.1, 0.0], [-0.1, -0.3, -0.2], [-0.1, 0.2, 0.2], [0.3, -0.3, 0.0], [-0.2, -0.2, 0.0], [0.0, -0.1, 0.1], [0.1, 0.0, -0.2], [0.3, 0.4, -0.4], [-0.1, 0.2, 0.0], [-0.1, -0.2, -0.2], [0.1, 0.1, 0.0], [-0.3, 0.2, 0.0], [0.1, -0.1, 0.6]], "mulliken_charge": [-0.812, -0.013, -0.183, -0.569, -0.154, 0.091, -1.291, 0.330, 0.279, 0.302, 0.362, 0.270, 0.330, 0.362, 0.432, 0.265]}

***

{"formula": "C6H9N", "method": "wB97M-V/def2-TZVPD", "smiles": "CC1(C#N)CCC1", "homo_ha": -0.406, "orbital_gap_ev": 11.9, "e_above_lowest_ev": 1.075, "species": ["C", "C", "C", "N", "C", "C", "C", "H", "H", "H", "H", "H", "H", "H", "H", "H"], "positions_angstrom": [[1.231134, 1.233877, 0.175330], [0.535080, -0.100577, -0.038012], [1.514565, -1.150986, -0.326251], [2.267038, -2.002787, -0.551630], [-0.513398, -0.530197, 1.037382], [-1.649814, -0.229716, 0.049212], [-0.628587, -0.045657, -1.070992], [1.780108, 1.522799, -0.727017], [1.926987, 1.176127, 1.016188], [0.481319, 2.001409, 0.386584], [-0.655109, 0.025499, 1.959969], [-0.400395, -1.580291, 1.313851], [-2.373895, -1.029199, -0.072504], [-2.198896, 0.697184, 0.234660], [-0.636148, -0.874965, -1.771134], [-0.702385, 0.898805, -1.610146]], "forces_ev_per_a": [[0.0, 0.1, 0.1], [0.0, 0.0, 0.1], [0.8, -0.8, -0.2], [-0.8, 0.9, 0.2], [-0.5, -0.1, 0.4], [-0.4, -0.1, -0.1], [0.0, 0.0, -0.4], [0.0, 0.0, 0.2], [-0.1, 0.1, -0.1], [0.1, 0.0, 0.0], [0.8, 0.3, 0.1], [-0.2, 0.1, -0.2], [-0.1, 0.0, -0.2], [0.1, -0.2, 0.3], [0.2, 0.0, -0.1], [0.1, -0.1, -0.1]], "mulliken_charge": [-1.689, 1.661, -0.236, -0.485, -0.870, -0.486, -0.907, 0.383, 0.380, 0.426, 0.277, 0.349, 0.301, 0.251, 0.340, 0.305]}

***

{"formula": "C6H9N", "method": "wB97M-V/def2-TZVPD", "smiles": "Cc1c[nH]c(C)c1", "homo_ha": -0.287, "orbital_gap_ev": 8.9, "e_above_lowest_ev": 0.162, "species": ["C", "C", "C", "N", "C", "C", "C", "H", "H", "H", "H", "H", "H", "H", "H", "H"], "positions_angstrom": [[-2.526384, -0.511953, -0.180032], [-1.153783, 0.008077, 0.103687], [-0.723641, 1.303452, 0.242544], [0.653307, 1.295051, 0.274934], [1.110195, 0.005864, 0.161920], [2.537355, -0.358266, -0.067422], [0.011337, -0.804676, 0.088295], [-3.261976, 0.291313, -0.268341], [-2.866300, -1.222492, 0.581414], [-2.506236, -1.050823, -1.134864], [-1.270986, 2.234727, 0.270389], [1.234881, 2.106846, 0.403730], [3.127414, -0.483794, 0.842839], [2.553954, -1.308543, -0.607484], [3.037435, 0.377179, -0.705969], [0.043433, -1.881958, -0.005636]], "forces_ev_per_a": [[-0.1, 0.0, 0.0], [0.0, 0.1, 0.0], [-0.1, 0.0, -0.1], [0.1, -0.1, 0.0], [0.0, 0.1, -0.1], [0.2, -0.1, 0.0], [0.1, -0.1, -0.1], [0.1, -0.1, 0.1], [0.0, 0.1, -0.1], [-0.1, 0.1, 0.1], [0.0, -0.1, 0.0], [-0.1, -0.1, -0.1], [0.0, 0.1, 0.0], [0.1, 0.1, 0.1], [0.0, 0.0, 0.1], [0.0, 0.1, -0.1]], "mulliken_charge": [-1.178, 0.789, -0.849, -0.012, 0.203, -1.144, -0.497, 0.319, 0.276, 0.275, 0.381, 0.188, 0.254, 0.290, 0.331, 0.375]}

***

{"formula": "C6H9N", "method": "wB97M-V/def2-TZVPD", "homo_ha": -0.305, "orbital_gap_ev": 9.4, "e_above_lowest_ev": 5.920, "species": ["C", "C", "C", "C", "C", "C", "H", "H", "H", "H", "H", "H", "H", "H", "H", "N"], "positions_angstrom": [[0.835008, -0.970113, -0.558937], [-0.477961, -0.380419, -1.014173], [0.159676, 0.889826, -1.013919], [0.945680, 0.304991, 0.045858], [0.028127, 0.211044, 1.265920], [-1.143559, -0.425862, 0.484157], [1.711972, -1.153919, -1.225923], [1.067375, -1.786187, 0.063201], [-1.124482, -0.787341, -1.981907], [-0.266217, 1.798383, -0.605357], [0.828782, 1.054634, -1.852503], [2.003313, 0.479348, 0.430916], [0.526596, -0.241622, 2.184110], [-1.781354, 1.272048, 1.768043], [-1.999611, -1.083795, 1.027404], [-1.313344, 0.818986, 0.983109]], "forces_ev_per_a": [[2.7, -3.3, -2.5], [-5.3, -5.1, -1.8], [1.9, 4.8, -1.2], [4.9, 1.9, 5.6], [-1.2, -1.6, -0.9], [-2.6, -2.8, 1.4], [-1.1, 0.7, -0.9], [-1.2, -1.5, 1.3], [1.5, 1.0, 2.7], [-0.9, 0.2, -1.0], [-0.3, 0.1, -0.5], [-1.0, 1.0, -0.9], [-1.6, 0.9, -0.9], [-0.5, -1.3, -0.5], [2.6, 0.2, -2.1], [2.1, 4.9, 2.2]], "mulliken_charge": [-0.810, -0.225, -0.675, -0.305, -0.402, -0.124, 0.322, 0.384, 0.332, 0.338, 0.381, 0.363, 0.339, 0.252, 0.295, -0.465]}

***

{"formula": "C6H9N", "method": "wB97M-V/def2-TZVPD", "smiles": "C#CC[C@]1(C)CN1", "homo_ha": -0.352, "orbital_gap_ev": 10.6, "e_above_lowest_ev": 3.138, "species": ["C", "C", "C", "C", "C", "C", "N", "H", "H", "H", "H", "H", "H", "H", "H", "H"], "positions_angstrom": [[2.947474, -0.397895, 0.143313], [1.798667, -0.620084, -0.146899], [0.416435, -0.929270, -0.579205], [-0.579354, -0.044718, 0.141674], [-0.427592, 1.459887, -0.055053], [-0.990418, -0.506666, 1.463744], [-1.945735, -0.485122, 0.298878], [3.975412, -0.215542, 0.384919], [0.329509, -0.770247, -1.656961], [0.185405, -1.972753, -0.327982], [0.606140, 1.803578, 0.045816], [-1.047162, 2.049288, 0.640905], [-0.758078, 1.680744, -1.076200], [-0.901582, -1.553509, 1.778651], [-0.945415, 0.261645, 2.230987], [-2.588681, 0.306781, 0.249122]], "forces_ev_per_a": [[-0.4, -0.1, -0.1], [0.3, -0.1, -0.2], [0.1, 0.2, -0.1], [0.7, 0.5, 0.1], [0.1, -0.1, -0.2], [-1.0, -0.2, 0.3], [0.0, -0.1, 0.2], [-0.3, 0.0, 0.0], [0.1, -0.2, -0.1], [0.0, 0.2, -0.3], [-0.1, -0.1, 0.0], [0.1, -0.4, -0.2], [0.1, 0.2, 0.1], [0.5, 0.6, 0.0], [-0.6, -0.2, 0.1], [0.3, -0.2, 0.3]], "mulliken_charge": [0.030, -0.409, -0.768, 1.093, -1.431, -0.788, -0.719, 0.412, 0.294, 0.365, 0.370, 0.364, 0.333, 0.309, 0.255, 0.290]}

***

Summary of E in Eh
-288.672157, -288.547720, -288.708989, -288.598987, -288.777774, -288.593360, -288.742546, -288.776076, -288.564494, -288.666716
(order as listed above)